1.
Below is the ion C23H32NOSi with charge +1, with properties calculated with ωB97M-V/def2-TZVPD.

Geometry (Å):
C1 0.954 2.899 2.159
C2 -0.495 2.378 2.201
C3 -1.134 2.749 3.551
C4 -1.304 3.003 1.053
Si1 -0.419 0.463 1.983
C5 0.428 0.071 0.399
C6 0.289 -0.204 3.546
O1 -1.947 -0.196 1.852
C7 -2.765 -0.779 0.936
C8 -3.901 0.171 0.637
C9 -2.947 -2.242 1.162
H1 1.460 2.663 1.211
H2 0.955 3.996 2.269
H3 1.569 2.487 2.973
H4 -2.165 2.383 3.633
H5 -0.568 2.359 4.405
H6 -1.163 3.844 3.648
H7 -2.357 2.691 1.070
H8 -1.287 4.099 1.158
H9 -0.888 2.766 0.065
H10 1.488 0.357 0.462
H11 0.367 -1.016 0.223
H12 -0.035 0.584 -0.458
H13 1.338 0.105 3.657
H14 -0.260 0.128 4.439
H15 0.264 -1.302 3.529
H16 -4.650 -0.266 -0.031
H17 -4.458 0.522 1.523
H18 -3.539 1.093 0.164
H19 -4.047 -2.237 1.071
H20 -2.721 -2.378 2.232
C10 -1.324 -4.312 0.712
C11 -2.629 -3.500 0.475
N1 -3.697 -4.496 0.923
C12 -4.944 -4.544 0.280
C13 -5.250 -4.200 -1.033
C14 -6.557 -4.478 -1.463
C15 -7.503 -5.001 -0.577
C16 -7.213 -5.245 0.767
C17 -5.903 -5.008 1.204
C18 -5.249 -5.177 2.470
C19 -3.888 -4.814 2.296
C20 -3.008 -4.832 3.393
C21 -3.516 -5.312 4.615
C22 -4.842 -5.702 4.763
C23 -5.730 -5.618 3.698
H21 -0.600 -4.193 -0.104
H22 -0.792 -4.076 1.636
H23 -1.592 -5.385 0.748
H24 -2.752 -3.494 -0.631
H25 -4.486 -3.763 -1.668
H26 -6.818 -4.287 -2.491
H27 -8.497 -5.230 -0.950
H28 -7.929 -5.640 1.485
H29 -1.981 -4.493 3.260
H30 -2.829 -5.372 5.457
H31 -5.181 -6.073 5.719
H32 -6.781 -5.902 3.762

Output
highest occupied orbital energy	-10.64	eV
electronic energy	-1314.8635	Ha
total charge	+1

***

2.
Below is a structure of composition C23H33AsCl2IrN5O2SSe, with properties calculated with ωB97M-V/def2-TZVPD.

Geometry (Å):
Ir1 -0.578 0.264 -0.447
Cl1 -2.530 5.011 0.535
C1 -2.746 3.634 1.496
C2 -3.460 3.696 2.674
C3 -3.652 2.555 3.441
Cl2 -4.534 2.687 4.880
C4 -3.126 1.266 3.046
C5 -3.342 0.074 3.754
C6 -2.804 -1.092 3.270
C7 -2.043 -1.059 2.101
N1 -1.827 0.059 1.424
C8 -2.371 1.200 1.879
C9 -2.162 2.393 1.040
O1 -1.531 2.306 -0.026
H1 -3.879 4.639 2.999
H2 -3.931 0.081 4.662
H3 -2.962 -2.033 3.779
H4 -1.593 -1.960 1.700
C10 2.449 2.627 -0.015
As1 2.677 1.499 -1.538
C11 3.560 2.549 -2.870
C12 3.862 0.055 -1.149
S1 0.823 0.824 -2.362
H5 3.397 2.719 0.515
H6 1.693 2.193 0.634
H7 2.128 3.599 -0.382
H8 4.525 2.890 -2.498
H9 2.931 3.402 -3.111
H10 3.698 1.933 -3.755
H11 4.730 0.420 -0.603
H12 4.172 -0.353 -2.108
H13 3.328 -0.695 -0.572
C13 0.876 -2.969 -0.295
N2 1.293 -2.701 1.074
C14 1.619 -3.908 1.847
C15 1.831 -3.582 3.307
C16 2.792 -2.416 3.382
N3 2.206 -1.279 2.669
C17 2.396 0.053 3.229
C18 1.549 -1.445 1.501
O2 1.191 -0.433 0.839
H14 -0.022 -3.588 -0.297
H15 1.663 -3.511 -0.827
H16 0.675 -2.052 -0.838
H17 2.522 -4.364 1.430
H18 0.804 -4.619 1.707
H19 2.227 -4.453 3.829
H20 0.887 -3.303 3.779
H21 3.754 -2.686 2.936
H22 2.981 -2.105 4.407
H23 2.164 0.031 4.293
H24 1.736 0.758 2.737
H25 3.427 0.390 3.110
C19 -0.689 -1.955 -4.642
N4 -1.450 -0.704 -4.555
C20 -1.631 0.189 -5.591
C21 -2.414 1.180 -5.120
N5 -2.700 0.875 -3.802
C22 -3.540 1.686 -2.918
C23 -2.105 -0.280 -3.464
Se1 -2.207 -1.188 -1.821
H26 -0.225 -1.995 -5.623
H27 -1.357 -2.803 -4.516
H28 0.076 -1.969 -3.870
H29 -1.196 0.039 -6.563
H30 -2.794 2.063 -5.601
H31 -3.938 2.512 -3.500
H32 -2.943 2.071 -2.095
H33 -4.356 1.081 -2.531

Output
highest occupied orbital energy (alpha / beta)	-11.73 / -13.02	eV
<S²>	6.0409
2S+1	5
electronic energy	-7380.1198	Ha
total charge	+2

***

3.
Below is a cluster of 3 separate species, C23H33ClF16NO8S in total, with properties calculated with ωB97M-V/def2-TZVPD.

Geometry (Å):
C1 1.110 0.167 2.047
C2 1.616 -0.273 0.612
O1 0.470 -0.801 -0.079
C3 0.426 -0.427 -1.449
C4 -0.941 0.282 -1.696
N1 -0.886 1.762 -1.587
C5 0.135 2.540 -1.529
C6 -0.252 4.057 -1.438
O2 0.020 4.523 -2.792
O3 0.542 4.894 -0.648
C7 -1.813 4.120 -1.288
S1 -2.514 5.189 -2.649
C8 -2.193 4.676 0.114
O4 -1.621 3.948 1.182
C9 -0.872 4.772 2.076
C10 -2.161 2.526 -1.587
Cl1 -2.634 2.298 -3.343
O5 -3.094 2.169 -0.619
C11 -4.432 2.031 -1.120
C12 -5.465 1.801 0.027
C13 -4.947 0.877 1.168
O6 -6.581 1.140 -0.598
H1 1.476 -0.572 2.783
H2 0.001 0.109 2.060
H3 1.406 1.203 2.292
H4 2.081 0.607 0.122
H5 2.385 -1.065 0.727
H6 1.315 0.134 -1.798
H7 0.414 -1.375 -2.037
H8 -1.217 0.080 -2.757
H9 -1.719 -0.161 -1.048
H10 1.181 2.188 -1.547
H11 0.770 4.009 -3.113
H12 1.424 4.504 -0.663
H13 -3.854 5.300 -2.361
H14 -3.300 4.631 0.235
H15 -1.941 5.760 0.119
H16 -1.461 5.161 2.929
H17 -0.023 4.155 2.448
H18 -0.399 5.644 1.569
H19 -4.518 1.139 -1.782
H20 -4.778 2.933 -1.673
H21 -5.834 2.757 0.447
H22 -4.499 -0.072 0.815
H23 -4.292 1.416 1.888
H24 -5.844 0.586 1.764
H25 -7.341 1.440 -0.096
C14 6.926 -2.534 0.596
C15 5.684 -1.654 0.303
C16 5.898 -0.149 0.106
F1 6.388 0.460 1.190
F2 4.701 0.449 -0.160
F3 4.753 -1.877 1.259
F4 5.151 -2.119 -0.863
O7 7.188 -2.918 1.953
C17 7.938 -2.093 2.803
C18 7.123 -1.617 4.010
F5 6.043 -0.907 3.630
F6 7.876 -0.814 4.790
F7 8.495 -1.086 2.116
F8 8.957 -2.844 3.251
H26 6.716 -3.485 0.104
H27 7.823 -2.157 0.104
H28 6.567 0.046 -0.737
H29 6.781 -2.468 4.602
C19 -3.773 -3.491 -1.260
C20 -3.140 -4.299 -2.421
C21 -3.014 -5.819 -2.258
F9 -2.221 -6.172 -1.238
F10 -2.463 -6.349 -3.375
F11 -1.939 -3.752 -2.727
F12 -3.939 -4.093 -3.503
O8 -2.898 -2.800 -0.351
C22 -2.375 -3.444 0.784
C23 -0.847 -3.533 0.743
F13 -0.418 -4.226 -0.329
F14 -0.378 -4.170 1.839
F15 -2.967 -4.629 0.967
F16 -2.729 -2.685 1.840
H30 -4.315 -2.680 -1.749
H31 -4.538 -4.058 -0.730
H32 -3.996 -6.279 -2.116
H33 -0.406 -2.538 0.699

Output
highest occupied orbital energy	-12.21	eV
electronic energy	-4008.7425	Ha
total charge	+1

***

total charge of number 3 (C23H33ClF16NO8S)?
+1

***

Which of these has the highest total charge?
C23H33AsCl2IrN5O2SSe

***

Number 2 is which compound?
C23H33AsCl2IrN5O2SSe